1.
{"formula": "C14H20F3NO11S2", "method": "ωB97M-V/def2-TZVPD", "symbols": ["O", "S", "O", "C", "C", "C", "N", "C", "C", "O", "S", "O", "O", "C", "F", "F", "F", "H", "H", "H", "H", "C", "C", "O", "C", "O", "O", "C", "H", "H", "H", "H", "H", "H", "H", "H", "C", "C", "O", "C", "O", "O", "C", "H", "H", "H", "H", "H", "H", "H", "H"], "coordinates": [[1.832, 1.316, -0.928], [1.911, 0.568, -2.244], [0.605, -0.496, -2.301], [-0.603, 0.177, -2.647], [-1.186, 1.411, -1.960], [-2.509, 1.974, -2.433], [-3.370, 1.591, -3.485], [-2.784, 0.451, -4.087], [-1.517, -0.310, -3.775], [3.293, -0.425, -2.101], [4.437, -0.047, -3.262], [3.842, 0.140, -4.639], [5.449, -1.158, -3.401], [5.431, 1.486, -2.856], [6.031, 2.064, -3.987], [4.694, 2.498, -2.229], [6.460, 1.127, -1.954], [-0.627, 1.900, -1.099], [-2.892, 2.880, -1.839], [-3.393, 0.041, -4.973], [-1.234, -1.230, -4.379], [-6.915, 1.589, 2.194], [-7.225, 0.517, 1.167], [-6.096, 0.281, 0.317], [-5.125, -0.479, 0.845], [-5.127, -0.973, 1.946], [-4.134, -0.575, -0.057], [-2.991, -1.279, 0.403], [-6.547, 2.495, 1.706], [-7.805, 1.836, 2.777], [-6.134, 1.261, 2.884], [-8.038, 0.857, 0.521], [-7.556, -0.411, 1.640], [-3.252, -2.262, 0.798], [-2.472, -0.687, 1.161], [-2.322, -1.416, -0.448], [4.740, 0.581, 1.483], [3.537, -0.307, 1.229], [3.711, -1.588, 1.851], [3.483, -1.623, 3.172], [3.145, -0.692, 3.862], [3.721, -2.874, 3.602], [3.601, -3.029, 5.015], [5.661, 0.076, 1.182], [4.651, 1.519, 0.930], [4.839, 0.817, 2.545], [3.441, -0.486, 0.160], [2.608, 0.163, 1.561], [2.639, -2.661, 5.376], [4.422, -2.513, 5.516], [3.671, -4.094, 5.241]], "molar_mass_g_mol": 499.44, "multiplicity": 1, "e_lumo_ha": -0.0566, "e_homo_ev": -9.899, "e_tot_ev": -68671.567}

2.
{"formula": "C26H31N3O6", "method": "ωB97M-V/def2-TZVPD", "symbols": ["C", "H", "O", "C", "C", "H", "H", "C", "N", "C", "C", "C", "C", "C", "N", "C", "O", "H", "C", "O", "C", "C", "C", "C", "C", "C", "O", "C", "H", "H", "C", "O", "N", "C", "H", "C", "C", "C", "H", "H", "C", "C", "H", "H", "H", "H", "H", "H", "H", "H", "H", "H", "H", "O", "C", "H", "H", "H", "H", "H", "H", "H", "H", "H", "H", "H"], "coordinates": [[1.344, 4.941, 1.573], [1.966, 5.111, 2.461], [2.118, 4.507, 0.485], [2.781, 3.281, 0.739], [3.507, 2.832, -0.526], [3.912, 1.833, -0.364], [4.329, 3.516, -0.737], [2.592, 2.830, -1.753], [1.522, 1.855, -1.666], [0.387, 2.158, -1.047], [-0.685, 1.290, -0.968], [-0.575, 0.055, -1.636], [0.604, -0.285, -2.242], [0.713, -1.526, -2.902], [0.763, -2.548, -3.421], [1.767, 0.586, -2.227], [2.863, 0.314, -2.674], [-1.412, -0.625, -1.682], [-1.859, 1.701, -0.181], [-1.950, 2.815, 0.300], [-2.968, 0.706, -0.045], [-4.229, 1.164, -0.398], [-5.346, 0.333, -0.382], [-5.188, -0.990, 0.019], [-3.943, -1.440, 0.420], [-2.826, -0.614, 0.403], [-1.644, -1.202, 0.793], [-0.774, -0.501, 1.663], [-1.045, 0.556, 1.737], [-0.852, -0.943, 2.669], [0.696, -0.553, 1.224], [1.305, 0.503, 1.101], [1.271, -1.745, 1.040], [0.625, -3.026, 1.229], [-0.443, -2.880, 1.365], [0.866, -3.932, 0.023], [2.362, -4.109, -0.208], [3.005, -2.741, -0.405], [4.087, -2.838, -0.500], [2.632, -2.307, -1.333], [2.705, -1.784, 0.751], [3.495, -2.118, 2.017], [4.558, -2.018, 1.818], [3.227, -1.426, 2.813], [3.303, -3.133, 2.355], [2.975, -0.767, 0.445], [2.811, -4.622, 0.645], [2.532, -4.719, -1.094], [0.388, -4.896, 0.203], [0.413, -3.486, -0.863], [1.034, -3.500, 2.130], [-3.817, -2.459, 0.751], [-6.020, -1.674, 0.041], [-6.517, 0.899, -0.773], [-7.682, 0.110, -0.764], [-7.598, -0.739, -1.450], [-7.912, -0.255, 0.242], [-8.483, 0.765, -1.101], [-4.348, 2.189, -0.714], [0.310, 3.141, -0.602], [3.184, 2.573, -2.635], [2.152, 3.822, -1.867], [3.510, 3.412, 1.553], [2.059, 2.518, 1.053], [0.879, 5.877, 1.272], [0.566, 4.210, 1.825]], "smiles": "COCCCn1cc(C(=O)c2cc(OC)ccc2OCC(=O)N2CCCC[C@@H]2C)cc(C#N)c1=O", "molar_mass_g_mol": 481.55, "multiplicity": 1, "relative_energy_kj_mol": 145.9, "e_lumo_ha": -0.0056, "e_homo_ev": -8.624, "e_tot_ev": -44220.316}

3.
{"formula": "C25H50NO4PReSi", "method": "ωB97M-V/def2-TZVPD", "symbols": ["C", "C", "C", "C", "C", "C", "C", "C", "N", "Re", "C", "P", "H", "H", "H", "H", "H", "H", "H", "H", "C", "C", "H", "C", "C", "H", "H", "H", "H", "H", "H", "H", "H", "H", "H", "H", "H", "H", "H", "C", "C", "C", "C", "O", "Si", "O", "O", "C", "C", "C", "C", "O", "C", "C", "C", "C", "H", "H", "H", "H", "H", "H", "H", "H", "H", "H", "H", "H", "H", "H", "H", "H", "H", "H", "H", "H", "H", "H", "H", "H", "H", "H", "H"], "coordinates": [[-3.012, 0.156, -3.781], [-2.695, -0.987, -3.048], [-1.628, -1.028, -2.133], [-1.096, 0.239, -1.694], [-1.272, 1.342, -2.596], [-2.230, 1.289, -3.612], [-1.369, -2.377, -1.474], [-0.024, -3.154, -1.366], [1.125, -2.941, -2.227], [-0.814, 0.971, 0.210], [-0.402, 2.552, -2.446], [0.591, 2.217, -0.893], [-3.293, -1.892, -3.159], [-2.363, 2.178, -4.242], [-3.835, 0.133, -4.497], [-0.942, 3.505, -2.343], [0.304, 2.667, -3.288], [-1.661, -2.259, -0.412], [-2.074, -3.099, -1.918], [0.355, -3.023, -0.337], [1.322, 3.713, -0.180], [2.011, 1.532, -1.843], [-0.236, -4.243, -1.429], [0.976, -2.357, -3.534], [2.366, -2.662, -1.524], [-2.352, 1.794, -0.117], [1.084, -3.137, -4.325], [0.012, -1.865, -3.658], [1.798, -1.633, -3.680], [2.929, -3.607, -1.335], [2.997, -2.004, -2.110], [2.160, -2.210, -0.543], [2.636, 2.345, -2.231], [2.625, 0.919, -1.185], [1.659, 0.927, -2.685], [1.141, 4.600, -0.812], [0.901, 3.848, 0.825], [2.397, 3.507, -0.111], [-1.819, 2.418, 0.172], [-2.493, -4.560, 3.445], [-2.572, -3.079, 3.092], [-3.549, -2.865, 1.934], [-3.028, -2.345, 4.341], [-1.239, -2.663, 2.672], [-0.428, -1.244, 2.823], [-0.748, -0.203, 1.633], [-0.823, -0.575, 4.260], [-1.308, 0.761, 4.666], [-2.482, 1.186, 3.801], [-1.771, 0.643, 6.113], [-0.146, 1.745, 4.574], [1.139, -1.760, 2.822], [2.208, -1.711, 3.830], [2.998, -0.422, 3.617], [1.647, -1.806, 5.242], [3.102, -2.930, 3.623], [-3.490, -4.943, 3.719], [-1.829, -4.711, 4.303], [-2.116, -5.146, 2.601], [-4.576, -3.039, 2.291], [-3.493, -1.844, 1.530], [-3.343, -3.574, 1.123], [-2.341, -2.534, 5.175], [-3.118, -1.265, 4.179], [-4.024, -2.711, 4.647], [-3.399, 0.677, 4.094], [-2.632, 2.264, 3.913], [-2.308, 0.984, 2.742], [-0.942, 0.400, 6.789], [-2.183, 1.609, 6.437], [-2.557, -0.115, 6.220], [0.696, 1.428, 5.206], [0.200, 1.845, 3.534], [-0.483, 2.734, 4.925], [2.346, 0.460, 3.674], [3.777, -0.330, 4.388], [3.486, -0.435, 2.633], [1.001, -2.686, 5.332], [2.474, -1.929, 5.962], [1.089, -0.908, 5.528], [2.529, -3.855, 3.740], [3.570, -2.929, 2.635], [3.903, -2.937, 4.377]], "molar_mass_g_mol": 673.95, "multiplicity": 4, "relative_energy_kj_mol": 0.0, "total_charge": 2, "e_lumo_ha": [-0.2398, -0.3296], "e_homo_ev": [-14.134, -14.501], "e_tot_ev": -55698.768}

4.
{"formula": "C16H16N5S2SeW", "method": "ωB97M-V/def2-TZVPD", "symbols": ["W", "C", "S", "C", "S", "N", "N", "C", "C", "C", "C", "C", "C", "N", "H", "H", "H", "H", "H", "H", "H", "H", "C", "N", "C", "Se", "N", "C", "C", "C", "C", "C", "C", "H", "H", "H", "H", "H", "H", "H", "H"], "coordinates": [[0.194, -1.341, -1.267], [4.327, -3.353, 2.415], [4.311, -2.894, 0.665], [2.676, -2.563, 0.378], [2.367, -2.035, -1.320], [1.722, -2.619, 1.241], [0.515, -2.310, 0.712], [-0.522, -2.205, 1.481], [-1.806, -2.067, 0.796], [-3.009, -2.089, 1.457], [-4.183, -2.132, 0.701], [-4.101, -2.149, -0.678], [-2.861, -2.062, -1.282], [-1.713, -1.998, -0.567], [5.361, -3.215, 2.726], [4.035, -4.396, 2.508], [3.669, -2.703, 2.984], [-0.483, -2.255, 2.564], [-3.040, -2.121, 2.538], [-5.146, -2.177, 1.196], [-4.985, -2.224, -1.297], [-2.766, -2.048, -2.359], [-1.743, 1.664, -1.840], [-0.442, 1.731, -1.178], [0.406, 0.713, -0.899], [-0.040, -1.471, -3.459], [1.498, 1.272, -0.310], [1.356, 2.629, -0.207], [2.195, 3.623, 0.304], [1.707, 4.904, 0.232], [0.435, 5.203, -0.322], [-0.394, 4.231, -0.823], [0.099, 2.922, -0.761], [-1.967, 0.637, -2.114], [-1.715, 2.271, -2.744], [-2.512, 2.038, -1.167], [2.323, 0.755, -0.040], [3.165, 3.402, 0.726], [2.308, 5.722, 0.607], [0.118, 6.236, -0.349], [-1.359, 4.470, -1.247]], "molar_mass_g_mol": 605.27, "multiplicity": 1, "total_charge": 3, "e_lumo_ha": -0.4478, "e_homo_ev": -17.903, "e_tot_ev": -113117.263}